No. 1
The following is a DFT calculation (wB97M-V/def2-TZVPD) of an isolated molecule of C22H27N3O2.

The geometry in ORCA input format:
```
! RIJCOSX wB97M-V def2-TZVPD def2/J DEFGRID3
* xyz 0 1
C 4.602 -2.231 -4.370
C 3.723 -3.421 -3.978
N 3.173 -3.329 -2.644
C 4.004 -3.801 -1.557
C 4.671 -2.672 -0.768
C 2.007 -2.652 -2.398
C 1.410 -2.659 -1.123
C 0.224 -2.011 -0.881
C -0.441 -1.308 -1.890
C -1.682 -0.616 -1.654
N -2.239 -0.629 -0.509
O -3.427 0.096 -0.420
C -4.013 -0.025 0.860
C -4.065 1.298 1.641
O -5.142 1.709 2.025
N -2.893 1.946 1.868
C -1.581 1.342 1.727
C -0.985 1.158 3.121
C -0.729 2.533 3.725
C -1.846 3.499 3.425
C -1.838 4.743 4.042
C -2.818 5.681 3.785
C -3.824 5.383 2.881
C -3.848 4.154 2.253
C -2.873 3.199 2.527
C 0.145 -1.293 -3.156
C 1.333 -1.942 -3.406
H 4.062 -1.297 -4.234
H 5.501 -2.200 -3.760
H 4.897 -2.316 -5.412
H 4.317 -4.338 -4.035
H 2.901 -3.528 -4.690
H 3.407 -4.422 -0.880
H 4.777 -4.444 -1.983
H 5.249 -3.088 0.053
H 5.337 -2.099 -1.407
H 3.923 -1.996 -0.363
H 1.871 -3.191 -0.307
H -0.216 -2.039 0.104
H -2.127 -0.078 -2.493
H -5.056 -0.328 0.715
H -3.499 -0.800 1.439
H -1.639 0.392 1.203
H -0.950 2.018 1.139
H -0.059 0.585 3.063
H -1.695 0.602 3.737
H -0.593 2.458 4.806
H 0.199 2.945 3.312
H -1.043 4.970 4.739
H -2.794 6.640 4.281
H -4.590 6.111 2.660
H -4.629 3.925 1.548
H -0.339 -0.755 -3.959
H 1.739 -1.880 -4.402
*
```

Properties
energy relative to the best compared isomer or geometry (same formula, charge and spin)	329.9	kJ/mol
lowest unoccupied orbital energy	0.6	eV
HOMO	-7.558	eV

***

No. 2
The following is a DFT calculation (wB97M-V/def2-TZVPD) of a 10-piece molecular cluster, C19H61N17O10 overall.

The geometry in ORCA input format:
```
! RIJCOSX wB97M-V def2-TZVPD def2/J DEFGRID3
* xyz 0 1
C -3.205 8.895 -5.824
O -3.089 7.769 -4.999
C -2.426 7.854 -3.751
C -2.150 6.574 -2.906
C -3.367 5.877 -2.455
N -1.202 6.861 -1.884
H -3.718 9.708 -5.309
H -3.637 8.669 -6.799
H -2.175 9.244 -5.887
H -1.418 8.123 -4.067
H -2.716 8.738 -3.184
H -1.709 5.889 -3.630
H -3.185 5.237 -1.592
H -3.740 5.160 -3.187
H -4.200 6.544 -2.233
H -0.973 5.928 -1.571
H -0.287 7.224 -2.111
C -4.588 -6.418 -1.148
O -5.479 -7.075 -0.246
C -6.274 -6.162 0.524
C -5.568 -5.102 1.440
C -4.209 -5.553 2.161
N -6.463 -4.770 2.573
H -3.851 -5.704 -0.782
H -5.056 -5.987 -2.034
H -3.981 -7.298 -1.362
H -7.063 -5.748 -0.103
H -6.837 -6.843 1.161
H -5.322 -4.150 0.970
H -3.429 -6.065 1.598
H -4.484 -6.279 2.926
H -3.645 -4.801 2.713
H -7.116 -5.512 2.775
H -5.771 -4.668 3.302
C 2.810 3.827 3.055
O 2.863 3.855 1.667
C 4.076 4.327 1.076
C 5.203 3.314 1.029
C 6.455 3.912 0.468
N 4.875 2.148 0.137
H 3.241 4.715 3.517
H 3.640 3.151 3.259
H 1.856 3.527 3.488
H 3.938 4.606 0.032
H 4.322 5.254 1.595
H 5.516 2.837 1.958
H 7.321 3.321 0.767
H 6.618 4.864 0.973
H 6.417 4.002 -0.617
H 4.322 1.637 0.810
H 5.690 1.552 0.109
N 0.319 0.175 -0.004
C 0.339 -0.986 0.537
N -0.790 -1.577 0.307
O 1.175 -1.337 1.325
H 0.964 0.898 0.282
H -0.197 0.278 -0.867
H -1.390 -1.182 -0.403
H -0.919 -2.535 0.599
N 4.605 2.483 -4.539
C 3.347 2.757 -4.872
N 2.517 2.489 -3.917
O 2.995 3.314 -5.911
H 4.589 2.327 -3.541
H 5.457 2.745 -5.014
H 1.552 2.704 -4.123
H 2.872 1.887 -3.187
N -6.778 0.673 1.536
C -5.616 0.673 1.227
N -4.798 0.815 2.257
O -5.259 0.818 0.058
H -6.997 0.614 2.520
H -7.446 1.052 0.880
H -3.854 0.691 1.921
H -4.973 0.611 3.230
N 5.673 -2.964 1.642
C 6.361 -2.387 2.628
N 7.654 -2.734 2.624
O 5.888 -1.429 3.224
H 6.077 -3.790 1.226
H 4.714 -2.675 1.513
H 7.875 -3.689 2.380
H 8.150 -2.344 3.413
N 1.733 -9.000 0.427
C 1.806 -7.681 0.466
N 2.748 -7.396 1.286
O 1.042 -6.796 0.074
H 2.607 -9.483 0.575
H 1.022 -9.354 -0.197
H 2.819 -6.435 1.586
H 3.145 -8.210 1.734
N 2.917 -2.299 6.304
C 3.042 -1.407 7.236
N 3.117 -0.208 6.771
O 3.012 -1.594 8.442
H 3.084 -2.010 5.351
H 2.776 -3.255 6.598
H 3.645 -0.336 5.920
H 3.302 0.530 7.435
N -3.513 -1.458 -3.845
C -2.586 -0.887 -4.516
N -2.490 -1.410 -5.679
O -1.893 0.034 -4.123
H -3.806 -0.946 -3.025
H -4.075 -2.248 -4.128
H -1.613 -1.186 -6.127
H -2.775 -2.349 -5.916
*
```

Properties
energy relative to the best compared isomer or geometry (same formula, charge and spin)	971.6	kJ/mol
lowest unoccupied orbital energy	0.1	eV
HOMO	-8.963	eV